92
Properties=species:S:1:pos:R:3 method="wB97M-V/def2-TZVPD" homo_energy_ev=-7.90 total_charge=0 lumo_energy_ev=-0.39 relative_energy_kcal_mol=778.88 e_tot_ha=-2960.07817 homo_lumo_gap_ev=7.51
C 1.774 0.958 -2.966
S 2.101 2.043 -4.442
O 2.254 0.932 -5.482
C 0.318 2.543 -4.612
H 2.017 1.455 -2.027
H 2.570 0.215 -2.905
H 0.854 0.385 -2.846
H -0.257 1.673 -4.931
H 0.187 3.296 -5.390
H -0.159 2.961 -3.726
C 1.456 1.132 0.585
S 1.153 0.312 2.209
O 2.519 -0.129 2.691
C 0.708 1.867 3.237
H 2.155 1.967 0.620
H 0.489 1.493 0.234
H 1.922 0.361 -0.029
H -0.125 2.444 2.834
H 1.548 2.508 3.504
H 0.279 1.366 4.105
C -0.077 -2.320 4.179
S -1.727 -1.822 3.450
O -1.710 -1.980 1.909
C -1.828 0.009 3.760
H 0.288 -1.627 4.937
H 0.629 -2.353 3.349
H 0.004 -3.333 4.574
H -1.333 0.585 2.978
H -1.316 0.370 4.651
H -2.861 0.313 3.930
C 0.631 -0.984 -0.669
O 1.512 -0.777 -1.469
N -0.481 -0.241 -0.473
C -1.577 -0.855 0.235
C -0.628 1.119 -1.148
H 0.544 -1.949 -0.147
H -1.986 -0.160 0.968
H -1.443 -1.812 0.741
H -2.319 -1.187 -0.491
H -1.428 0.994 -1.877
H -1.108 1.740 -0.391
H 0.164 1.668 -1.657
C 5.044 -1.982 0.755
O 5.979 -1.845 1.549
N 4.313 -0.964 0.207
C 3.134 -1.189 -0.725
C 4.459 0.472 0.545
H 4.829 -2.983 0.350
H 3.518 -0.789 -1.663
H 2.153 -0.842 -0.402
H 2.972 -2.257 -0.871
H 3.493 0.963 0.663
H 4.814 0.559 1.571
H 4.860 1.275 -0.075
C -1.756 -3.985 -1.778
O -2.346 -3.538 -2.686
N -1.969 -3.715 -0.459
C -1.116 -4.166 0.593
C -2.993 -2.739 -0.059
H -1.025 -4.793 -1.939
H -0.130 -4.381 0.181
H -1.477 -5.068 1.086
H -0.993 -3.503 1.449
H -3.410 -2.231 -0.929
H -3.782 -3.274 0.469
H -2.527 -2.020 0.613
C -4.570 -1.068 3.697
O -5.194 -1.703 4.557
N -4.422 -1.609 2.453
C -3.652 -1.029 1.341
C -4.561 -3.145 2.402
H -4.244 -0.018 3.751
H -2.640 -1.434 1.336
H -3.410 0.034 1.333
H -4.300 -1.204 0.483
H -5.487 -3.545 2.815
H -4.414 -3.474 1.374
H -3.721 -3.643 2.886
O 1.605 5.017 -0.873
C 1.155 4.089 -1.516
O 1.171 3.886 -2.868
C 1.309 4.957 -3.710
C 2.384 4.858 -4.755
C 0.516 2.900 -0.812
H 1.491 5.833 -3.086
H 0.350 5.252 -4.135
H 1.982 4.383 -5.651
H 3.368 4.598 -4.365
H 2.509 5.872 -5.133
H -0.263 2.488 -1.454
H -0.023 3.330 0.032
H 1.300 2.190 -0.548


13
Properties=species:S:1:pos:R:3 method="wB97M-V/def2-TZVPD" homo_energy_ev=-9.17 total_charge=0 lumo_energy_ev=0.73 relative_energy_kcal_mol=12.64 e_tot_ha=-1474.54436 smiles=SC1(C(Cl)Cl)CC1 homo_lumo_gap_ev=9.89
S -1.718 1.133 -0.368
C -0.278 0.131 -0.073
C 1.041 0.781 -0.474
Cl 2.413 -0.312 -0.341
Cl 1.301 2.347 0.360
C -0.505 -1.348 -0.074
C -0.275 -0.603 1.254
H -1.256 1.691 -1.483
H 0.979 0.931 -1.560
H -1.550 -1.583 -0.320
H 0.246 -2.068 -0.471
H -1.138 -0.516 1.924
H 0.739 -0.584 1.626


28
Properties=species:S:1:pos:R:3 method="wB97M-V/def2-TZVPD" homo_energy_ev=-9.14 total_charge=0 lumo_energy_ev=0.57 relative_energy_kcal_mol=30.02 e_tot_ha=-594.49217 smiles="CC(=O)N1CCCC1.O.O.O" homo_lumo_gap_ev=9.71
C 1.155 2.163 1.569
C 0.508 1.263 0.565
O -0.573 0.820 0.949
N 0.915 1.072 -0.755
C 0.029 0.919 -1.845
C -0.054 -0.591 -2.284
C 1.345 -1.073 -1.807
C 1.942 -0.031 -0.872
H 1.934 2.858 1.204
H 0.427 2.904 1.903
H 1.588 1.436 2.267
H -0.955 1.368 -1.812
H 0.497 1.413 -2.756
H -1.015 -0.930 -1.893
H -0.098 -0.617 -3.381
H 1.170 -2.008 -1.272
H 1.917 -1.343 -2.680
H 2.173 -0.420 0.136
H 2.863 0.346 -1.342
O -2.786 -2.192 0.326
H -1.853 -2.071 0.126
H -2.929 -1.430 0.930
O 0.910 -1.429 2.614
H 0.845 -2.368 2.482
H 0.115 -1.069 2.180
O -3.516 -0.008 1.736
H -3.346 0.357 2.616
H -3.206 0.663 1.095


43
Properties=species:S:1:pos:R:3 method="wB97M-V/def2-TZVPD" homo_energy_ev=-8.04 total_charge=0 lumo_energy_ev=0.31 relative_energy_kcal_mol=72.01 e_tot_ha=-995.95544 smiles="CCOC(=O)[C@@H](CN(C)c1ccccc1)c1ccc(C#N)cc1" homo_lumo_gap_ev=8.35
C 3.711 4.381 1.100
C 3.379 3.002 1.626
O 2.121 2.603 1.002
C 1.595 1.437 1.400
O 2.230 0.738 2.173
C 0.185 1.095 0.826
C 0.491 0.410 -0.620
N -0.434 0.124 -1.806
C -0.513 1.233 -2.823
C -0.527 -1.187 -2.353
C -1.063 -2.284 -1.606
C -1.462 -3.477 -2.240
C -1.231 -3.697 -3.610
C -0.577 -2.688 -4.330
C -0.277 -1.457 -3.737
C -0.628 0.237 1.815
C -0.086 -0.732 2.662
C -0.904 -1.677 3.292
C -2.292 -1.603 3.173
C -3.184 -2.499 3.856
N -3.952 -3.162 4.420
C -2.844 -0.542 2.448
C -2.029 0.376 1.785
H 4.691 4.690 1.468
H 3.738 4.423 0.005
H 2.976 5.132 1.421
H 4.126 2.255 1.346
H 3.325 3.018 2.718
H -0.329 2.032 0.785
H 0.769 -0.540 -0.201
H 1.254 1.016 -1.080
H -1.186 0.956 -3.666
H -0.917 2.126 -2.328
H 0.501 1.445 -3.210
H -1.213 -2.171 -0.525
H -1.940 -4.279 -1.660
H -1.521 -4.643 -4.093
H -0.281 -2.882 -5.363
H 0.188 -0.690 -4.364
H 0.979 -0.778 2.815
H -0.452 -2.453 3.911
H -3.927 -0.446 2.398
H -2.491 1.157 1.173


16
Properties=species:S:1:pos:R:3 method="wB97M-V/def2-TZVPD" homo_energy_ev="-4.94 / -9.69" s2=2.007 total_charge=0 lumo_energy_ev="0.97 / -2.02" multiplicity=3 relative_energy_kcal_mol=0.78 e_tot_ha=-806.13790 homo_lumo_gap_ev="5.92 / 7.67"
C 0.820 -0.582 -1.229
C 1.400 -0.022 0.017
C -0.675 -0.731 -1.149
C 0.791 -0.090 1.150
C -0.667 -0.617 1.304
C 0.390 3.031 -0.288
C -1.323 -0.727 -0.004
O -0.698 2.856 0.032
Cl -2.992 -0.881 -0.003
H 1.353 -1.566 -1.349
H 2.207 0.679 -0.105
H -1.250 -0.690 -2.056
H -0.595 -1.572 1.783
H -1.142 0.247 1.747
H 1.203 0.503 2.058
H 1.177 0.161 -1.906


8
Properties=species:S:1:pos:R:3 method="wB97M-V/def2-TZVPD" homo_energy_ev="-12.26 / -15.62" s2=12.035 total_charge=+1 lumo_energy_ev="-6.84 / -6.54" multiplicity=7 relative_energy_kcal_mol=57.76 e_tot_ha=-1403.59552 homo_lumo_gap_ev="5.43 / 9.08"
H -0.386 0.942 -0.672
O -0.026 0.964 0.514
C 1.031 -0.026 0.182
C 0.701 -0.190 -1.266
Mn -1.131 1.086 1.933
H 0.906 -0.945 0.780
H 1.999 0.489 0.293
F 0.285 -1.508 -1.480


23
Properties=species:S:1:pos:R:3 method="wB97M-V/def2-TZVPD" homo_energy_ev=-8.99 total_charge=0 lumo_energy_ev=0.43 relative_energy_kcal_mol=67.45 e_tot_ha=-801.84218 smiles=CNCCS.O.O.O homo_lumo_gap_ev=9.42
C 1.232 -2.096 0.990
N 0.389 -1.010 0.593
C -0.283 -1.350 -0.684
C -0.854 -0.181 -1.372
S -2.415 -0.690 -1.970
H 2.007 -2.360 0.197
H 0.652 -3.080 1.249
H 1.712 -1.959 2.146
H -0.146 -0.598 1.266
H 0.361 -1.874 -1.344
H -1.051 -2.055 -0.581
H -0.867 0.703 -0.780
H -0.365 0.281 -2.422
H -2.666 -1.620 -1.046
O -0.533 1.880 2.630
H 0.181 1.935 1.988
H -1.267 1.645 2.138
O -0.493 3.262 -0.027
H -1.387 3.079 0.179
H 0.110 2.542 0.500
O 1.784 1.392 -0.878
H 2.444 1.559 -1.535
H 1.454 0.597 -1.235


113
Properties=species:S:1:pos:R:3 method="wB97M-V/def2-TZVPD" homo_energy_ev="-1.97 / -2.20" s2=3.766 total_charge=-1 lumo_energy_ev="2.12 / 2.11" multiplicity=4 relative_energy_kcal_mol=8.30 e_tot_ha=-4908.61538 homo_lumo_gap_ev="4.09 / 4.31"
V -0.230 0.230 0.120
F -2.359 4.078 3.917
C -1.604 3.838 2.843
F -1.833 4.799 1.937
F -0.315 3.936 3.210
S -1.963 2.183 2.176
O -3.373 2.161 1.881
O -1.508 1.328 3.248
O -1.090 2.157 0.970
S -1.065 0.453 -4.402
C -0.340 0.205 -2.873
N -1.001 0.592 -1.835
C -2.234 1.157 -2.236
C -3.219 1.642 -1.377
C -4.382 2.129 -1.932
C -4.579 2.139 -3.324
C -3.610 1.660 -4.177
C -2.430 1.163 -3.613
H 0.554 -0.401 -2.771
H -3.083 1.631 -0.304
H -5.154 2.508 -1.275
H -5.507 2.520 -3.731
H -3.758 1.652 -5.249
C 1.084 0.244 3.974
S 0.839 -0.515 2.376
O 0.360 -1.895 2.679
C 2.585 -0.685 1.963
C 3.472 0.385 1.975
C 4.799 0.170 1.640
C 5.229 -1.107 1.287
C 4.328 -2.161 1.263
C 2.992 -1.954 1.598
H 1.840 -0.359 4.472
H 0.123 0.186 4.477
H 1.383 1.287 3.882
H 3.135 1.378 2.248
H 5.501 0.996 1.655
H 6.266 -1.274 1.022
H 4.657 -3.152 0.980
H 2.260 -2.752 1.572
C 0.423 -1.545 -0.604
C 0.415 -2.700 -1.031
C 0.209 -3.991 -1.610
C 0.213 -4.050 -3.046
C -0.530 -4.979 -3.826
C -0.544 -4.942 -5.210
C 0.171 -3.983 -5.925
C 0.899 -3.049 -5.190
C 0.920 -3.077 -3.809
C -0.079 -5.088 -0.721
C -0.066 -6.456 -1.091
C -0.329 -7.468 -0.181
C -0.603 -7.192 1.155
C -0.583 -5.856 1.554
C -0.334 -4.835 0.655
H -1.141 -5.714 -3.319
H -1.140 -5.674 -5.747
H 0.155 -3.960 -7.007
H 1.472 -2.287 -5.712
H 1.503 -2.344 -3.261
H 0.199 -6.729 -2.104
H -0.305 -8.498 -0.522
H -0.799 -7.987 1.864
H -0.764 -5.599 2.592
H -0.300 -3.810 1.008
C -5.420 -3.640 0.264
N -3.977 -3.410 0.230
N -3.543 -2.340 1.014
C -2.620 -1.602 0.311
O -1.990 -0.665 0.825
C -2.529 -2.204 -0.994
C -3.366 -3.260 -0.999
C -3.665 -4.218 -2.098
C -3.606 -2.458 2.434
C -3.560 -1.308 3.207
C -3.623 -1.423 4.586
C -3.756 -2.666 5.190
C -3.802 -3.807 4.401
C -3.719 -3.710 3.019
H -5.764 -3.556 1.291
H -5.625 -4.648 -0.089
H -5.956 -2.914 -0.356
H -1.820 -1.933 -1.754
H -2.874 -4.166 -2.844
H -4.618 -3.987 -2.580
H -3.709 -5.238 -1.715
H -3.460 -0.342 2.740
H -3.570 -0.522 5.185
H -3.815 -2.746 6.268
H -3.876 -4.786 4.858
H -3.693 -4.599 2.403
C 5.190 3.619 -0.582
C 4.074 3.650 -1.621
N 3.242 2.456 -1.624
C 3.567 1.395 -2.572
C 4.561 0.355 -2.069
C 2.219 2.287 -0.733
C 1.730 3.487 0.026
N 1.661 1.154 -0.502
H 5.740 4.562 -0.580
H 5.895 2.812 -0.782
H 4.781 3.461 0.418
H 4.502 3.745 -2.620
H 3.452 4.531 -1.464
H 3.951 1.880 -3.472
H 2.633 0.906 -2.859
H 5.546 0.795 -1.906
H 4.667 -0.448 -2.801
H 4.233 -0.091 -1.129
H 1.452 4.300 -0.647
H 2.501 3.858 0.705
H 0.855 3.200 0.606
H 2.110 0.384 -0.993